#a
Molecular formula: C3H3FO
Method: DFT, the ωB97M-V functional and the def2-TZVPD basis

Element x y z (Å)
C1 -0.181 -0.620 0.490
C2 0.998 -0.756 -0.115
F1 1.676 -1.957 -0.294
C3 2.263 0.514 -0.478
O1 2.758 1.100 0.441
H1 -0.476 -1.595 0.938
H2 -0.708 0.253 0.790
H3 2.508 0.541 -1.457

The HOMO energy is -10.20 eV. The molecular weight is 74.1 u. Its SMILES is C=C(F)C=O.

=====

#b
Molecular formula: C3H3FO
Method: DFT, the ωB97M-V functional and the def2-TZVPD basis

Element x y z (Å)
O1 1.806 -1.089 0.004
C1 0.733 -0.584 0.052
C2 -0.642 -0.368 -0.438
C3 0.076 0.713 0.502
F1 0.391 1.743 -0.203
H1 -0.750 -0.182 -1.402
H2 -1.450 -1.135 -0.047
H3 -0.163 0.902 1.533

The HOMO energy is -9.27 eV. The molecular weight is 74.1 u. Its SMILES is O=C1C[C@@H]1F.

=====

#c
Molecular formula: C3H3FO
Method: DFT, the ωB97M-V functional and the def2-TZVPD basis

Element x y z (Å)
C1 -2.876 -0.258 -0.506
C2 0.841 -0.574 -0.302
C3 1.114 0.501 0.431
O1 -2.709 0.204 0.510
F1 1.548 1.599 -0.142
H1 0.960 -0.604 -1.426
H2 0.415 -1.561 -0.087
H3 0.708 0.692 1.522

The HOMO energy is -10.00 eV. The molecular weight is 74.1 u.

=====

Ordering by calculated energy gives the sequence #c, #a, #b, with the first entry being the most stable.

=====

#a
Molecular formula: C3H3FO
Method: DFT, the ωB97M-V functional and the def2-TZVPD basis

Element x y z (Å)
C1 0.250 -0.722 -0.277
C2 -0.893 0.170 -0.611
C3 0.236 0.293 1.171
O1 -0.653 0.985 0.402
F1 1.224 1.049 1.439
H1 0.900 0.150 -0.663
H2 -1.902 -0.158 -0.840
H3 0.838 -1.768 -0.621

The HOMO energy (alpha / beta) is -8.42 / -8.51 eV. The molecular weight is 74.1 u.

=====

#b
Molecular formula: C3H3FO
Method: DFT, the ωB97M-V functional and the def2-TZVPD basis

Element x y z (Å)
C1 0.762 0.993 -0.033
C2 0.279 -0.268 -0.016
F1 1.173 -1.226 -0.135
C3 -1.067 -0.796 0.022
O1 -1.945 -0.013 -0.193
H1 1.842 1.263 -0.302
H2 0.130 1.899 0.282
H3 -1.173 -1.852 0.374

The HOMO energy is -10.10 eV. The molecular weight is 74.1 u. Its SMILES is C=C(F)C=O.

=====

Ordering by calculated energy gives the sequence #b, #a, with the first entry being the most stable.

=====

#a
Molecular formula: CH9O3S
Method: DFT, the ωB97M-V functional and the def2-TZVPD basis

Element x y z (Å)
C1 1.224 -0.529 1.404
S1 1.782 0.086 -0.205
H1 1.185 -1.575 1.330
H2 1.933 -0.437 2.172
H3 0.313 -0.020 1.493
H4 -1.231 -1.685 0.534
H5 -0.749 -2.024 -0.886
O1 -1.713 -1.945 -0.374
H6 0.244 1.024 -2.597
H7 -0.116 0.376 -1.558
O2 -0.635 0.852 -2.333
H8 -0.037 2.225 0.581
H9 -1.217 1.569 -0.140
O3 -0.983 2.082 0.578

The charge is -1. The HOMO energy is -3.24 eV. The molecular weight is 101.1 u.

=====

#b
Molecular formula: CH9O3S
Method: DFT, the ωB97M-V functional and the def2-TZVPD basis

Element x y z (Å)
C1 3.117 -1.051 -0.088
S1 1.491 -0.647 0.666
H1 3.722 -1.684 0.561
H2 3.642 -0.128 -0.315
H3 2.968 -1.501 -1.069
H4 -0.685 2.004 1.688
H5 0.510 1.406 0.998
O1 0.020 2.265 1.094
H6 0.670 -2.409 -0.421
H7 -0.750 -2.896 -0.571
O2 0.117 -3.026 -0.958
H8 -6.083 3.271 -1.388
H9 -5.447 2.275 -0.483
O3 -5.281 2.750 -1.304

The charge is -1. The HOMO energy is -2.92 eV. The molecular weight is 101.1 u.

=====

Ordering by calculated energy gives the sequence #b, #a, with the first entry being the most stable.

=====

#a
Molecular formula: C3H4O
Method: DFT, the ωB97M-V functional and the def2-TZVPD basis

Element x y z (Å)
O1 -1.520 0.180 0.333
C1 -0.221 -0.160 -0.379
C2 0.912 -0.408 0.534
C3 1.023 0.589 -0.299
H1 -2.098 -0.398 -0.094
H2 -0.529 -0.633 -1.313
H3 0.970 -0.768 1.587
H4 1.463 1.598 -0.369

The HOMO energy is -9.61 eV. The molecular weight is 56.1 u. Its SMILES is OC1C=C1.

=====

#b
Molecular formula: C3H4O
Method: DFT, the ωB97M-V functional and the def2-TZVPD basis

Element x y z (Å)
O1 -1.443 1.043 -0.063
C1 -0.825 -0.108 0.217
C2 0.506 -0.416 -0.003
C3 1.797 -0.322 -0.231
H1 -0.785 1.723 -0.280
H2 -1.546 -0.868 0.508
H3 -0.112 -1.138 -0.730
H4 2.409 0.086 0.581

The HOMO energy is -7.86 eV. The molecular weight is 56.1 u.

=====

#c
Molecular formula: C3H4O
Method: DFT, the ωB97M-V functional and the def2-TZVPD basis

Element x y z (Å)
O1 0.189 -2.126 0.728
C1 -0.005 -0.877 0.266
C2 0.066 0.122 -0.872
C3 -0.201 0.510 0.644
H1 1.160 0.109 -1.060
H2 -0.403 0.247 -1.816
H3 -1.196 0.739 0.995
H4 0.391 1.277 1.115

The HOMO energy is -9.78 eV. The molecular weight is 56.1 u. Its SMILES is O=C1CC1.

=====

#d
Molecular formula: C3H4O
Method: DFT, the ωB97M-V functional and the def2-TZVPD basis

Element x y z (Å)
C1 1.077 -0.606 -0.010
C2 0.286 0.459 -0.035
C3 -1.207 0.323 0.023
O1 -1.797 -0.737 -0.064
H1 2.170 -0.570 -0.042
H2 0.595 -1.593 0.149
H3 0.685 1.472 -0.177
H4 -1.809 1.252 0.157

The HOMO energy is -10.08 eV. The molecular weight is 56.1 u. Its SMILES is C=CC=O.

=====

Ordering by calculated energy gives the sequence #d, #c, #a, #b, with the first entry being the most stable.